DFT (ωB97M-V/def2-TZVPD) results for 2 unconnected molecules or ions with the total composition C8H12N3S2.

As for the charge: +1. As for the HOMO-LUMO gap (spin up / spin down): 7.33 / 7.55 eV.

```
25
C8H12N3S2 | OMol25 | ωB97M-V/def2-TZVPD
C 2.59988 0.37872 3.89495
C 1.51602 -0.19146 3.15856
C 3.30106 1.30555 3.19343
C 1.48468 0.37713 1.94814
C -1.79074 -0.39040 -1.29320
C 0.33715 -0.94522 -0.79857
C -2.93204 0.43178 -1.72885
C -0.03813 1.34517 -1.69230
N -1.91611 -1.60646 -0.86563
N -0.50447 0.05045 -1.28212
N -0.60672 -2.07462 -0.52708
S 2.68016 1.53721 1.59933
S 1.82578 -1.27115 -1.67746
H 2.81832 0.08890 4.90733
H 0.84156 -0.92973 3.54933
H 4.14763 1.87992 3.51658
H -3.80410 -0.20643 -1.84467
H -2.71444 0.93494 -2.66937
H -3.15419 1.18913 -0.97545
H 0.89655 1.56571 -1.17743
H 0.14382 1.36343 -2.76950
H -0.77812 2.10160 -1.44014
H -0.38578 -2.92931 -1.06455
H -0.60814 -2.35401 0.46770
H 2.51117 -1.75634 -0.64031
```

Here are the Löwdin charges for atoms 1 to 6, given in e:
1 C -0.189
2 C -0.216
3 C -0.411
4 C -0.362
5 C -0.334
6 C -0.556

DFT (ωB97M-V/def2-TZVPD) results for 2 unconnected molecules or ions with the total composition C8H12N4O3.

The multiplicity is 3. The expectation value of S² is 2.021. As for the HOMO-LUMO gap (spin up / spin down): 8.17 / 7.81 eV.

```
27
C8H12N4O3 | OMol25 | ωB97M-V/def2-TZVPD
C 1.83464 -0.26143 -0.56426
C 1.51321 0.74010 1.36202
C 3.01122 -0.14417 0.15147
C -0.42275 0.48587 -0.11866
C -2.70583 0.36438 0.72922
C -1.24003 -1.69084 0.74698
C -2.05944 -0.71169 -1.43188
C -1.57989 -0.39447 0.00234
N 2.77757 0.47311 1.33836
N -0.77462 2.54119 -0.61785
N 0.87049 0.29660 0.22067
N 4.29773 -0.56646 -0.26087
O 4.37877 -1.01031 -1.39249
O 5.22092 -0.45874 0.51153
O 0.37055 3.12754 -0.33862
H 1.64026 -0.68412 -1.52923
H 1.00041 1.24123 2.15582
H -3.61775 -0.22570 0.70103
H -2.43656 0.54228 1.76869
H -2.86974 1.31882 0.23921
H -2.11423 -2.33728 0.76320
H -0.42798 -2.22738 0.25999
H -0.95194 -1.48057 1.77454
H -2.93893 -1.34911 -1.37788
H -2.31246 0.21157 -1.94594
H -1.28666 -1.22988 -1.99566
H 0.82302 3.42944 -1.15174
```

Here are the Löwdin charges for atoms 1 to 6, given in e:
1 C 0.053
2 C -0.112
3 C -0.227
4 C 0.004
5 C -0.048
6 C -0.035